#i
DFT (ωB97M-V/def2-TZVPD) results for one molecule with the formula C4H4O3.

Last column: Löwdin charge in e.
Geometry (Å):
O 0.798 0.831 -1.928  0.130
C 0.852 0.244 -0.882  -0.446
O 1.961 -0.367 -0.288  0.030
C 1.153 -0.930 0.785  -0.060
C -0.008 -0.218 0.171  -0.167
C -1.896 0.823 -0.098  0.040
O -1.343 -0.316 0.198  0.028
H 1.486 -0.558 1.761  0.126
H 1.173 -2.023 0.760  0.129
H -2.852 0.798 -0.602  0.090
H -1.325 1.716 0.122  0.100

Calculated values
Kohn-Sham gap (alpha / beta) ... 8.77 / 7.41 eV


#ii
DFT (ωB97M-V/def2-TZVPD) results for one molecule with the formula C4H4O3.

Last column: Löwdin charge in e.
Geometry (Å):
O 1.560 1.690 0.460  0.087
C 1.197 0.840 -0.315  -0.144
C -0.090 0.076 -0.109  -0.353
C -0.463 -0.957 -1.126  -0.164
O 0.288 -1.319 -2.000  0.076
C -0.552 -0.008 1.292  -0.061
O -1.212 0.815 0.368  0.026
H 1.798 0.540 -1.191  0.136
H -1.503 -1.334 -1.041  0.143
H -1.084 -0.885 1.656  0.128
H 0.060 0.541 2.005  0.126

Calculated values
Kohn-Sham gap ... 10.26 eV
SMILES ... O=CC1(C=O)CO1


#iii
DFT (ωB97M-V/def2-TZVPD) results for a 2-piece molecular cluster, C4H4O3 overall.

Last column: Löwdin charge in e.
Geometry (Å):
O 1.482 -1.644 1.687  0.171
C 1.459 -0.579 1.204  -0.157
C 1.405 0.644 0.698  -0.212
O 1.314 0.868 -0.662  -0.046
H 1.535 1.480 1.379  0.115
H 0.365 0.873 -0.884  0.037
C -1.664 0.191 -0.790  -0.010
C -1.236 -1.032 -0.538  -0.252
O -0.830 -2.101 -0.328  0.195
H -1.883 0.853 0.038  0.081
H -1.945 0.447 -1.804  0.077

Calculated values
Kohn-Sham gap ... 9.39 eV
SMILES ... O=C=CO.C=C=O


Preferred: #ii; penalty for the next structure: 53.9 kJ/mol.


#i
DFT (ωB97M-V/def2-TZVPD) results for one molecule with the formula C4H4O3.

Last column: Löwdin charge in e.
Geometry (Å):
C 1.433 1.222 -0.494  0.007
O 2.046 -0.044 -0.105  0.075
C 0.728 -0.028 -0.496  -0.503
O 0.099 -0.974 -1.259  0.146
C -0.394 -0.580 0.130  -0.313
C -1.738 -0.643 0.638  0.020
O -0.574 -1.238 1.306  0.085
H 1.795 1.681 -1.401  0.117
H 1.207 1.847 0.368  0.124
H -2.343 -1.426 0.195  0.123
H -2.257 0.184 1.117  0.120

Calculated values
Kohn-Sham gap ... 11.08 eV
SMILES ... C1O[C@]12O[C@]21CO1


#ii
DFT (ωB97M-V/def2-TZVPD) results for one molecule with the formula C4H4O3.

Last column: Löwdin charge in e.
Geometry (Å):
O -0.846 1.184 0.710  0.129
C -0.318 0.995 -0.592  -0.211
C -0.780 -0.113 0.201  -0.481
C -0.571 -1.413 0.770  0.004
O -1.810 -1.006 0.102  0.062
C 1.918 0.379 -0.463  0.120
O 1.051 1.321 -0.747  -0.064
H -0.889 1.434 -1.405  0.171
H 0.026 -2.148 0.237  0.117
H -0.665 -1.536 1.846  0.125
H 2.884 0.903 -0.659  0.028

Calculated values
Kohn-Sham gap ... 9.50 eV


#iii
DFT (ωB97M-V/def2-TZVPD) results for a 2-piece molecular cluster, C4H4O3 overall.

Last column: Löwdin charge in e.
Geometry (Å):
O -0.986 2.096 -2.031  0.107
C -0.626 1.447 -1.147  0.007
O -1.850 0.135 -0.383  -0.177
C -1.117 -0.158 0.679  -0.381
C 0.347 -0.005 0.397  -0.223
C 1.490 -0.669 -0.184  0.014
O 1.394 -0.095 1.175  0.109
H -0.999 -1.252 0.911  0.159
H -1.351 0.334 1.646  0.137
H 2.111 -0.080 -0.849  0.120
H 1.587 -1.752 -0.213  0.127

Calculated values
Kohn-Sham gap (alpha / beta) ... 8.88 / 8.88 eV


Preferred: #i; penalty for the next structure: 32.8 kJ/mol.


#i
DFT (ωB97M-V/def2-TZVPD) results for one molecule with the formula C4H4O3.

Last column: Löwdin charge in e.
Geometry (Å):
C -1.195 0.318 -0.727  -0.003
C -0.508 -0.904 -0.168  -0.349
O -0.856 -2.045 -0.333  0.134
C 0.737 -0.638 0.738  -0.259
O 1.146 -1.446 1.534  0.156
C 1.478 0.680 0.530  -0.160
O 1.704 1.078 -0.587  0.081
H -1.810 0.776 0.059  0.103
H -1.830 0.065 -1.577  0.094
H -0.447 1.049 -1.034  0.065
H 1.807 1.218 1.437  0.137

Calculated values
Kohn-Sham gap ... 8.69 eV
SMILES ... CC(=O)C(=O)C=O


#ii
DFT (ωB97M-V/def2-TZVPD) results for one molecule with the formula C4H4O3.

Last column: Löwdin charge in e.
Geometry (Å):
C 1.686 -0.515 0.049  -0.005
C 0.301 0.022 -0.102  -0.236
C -0.394 1.065 -0.118  -0.260
O -1.595 1.052 0.105  0.171
C -2.058 -0.268 -0.056  -0.466
O -3.160 -0.635 0.032  0.210
O -0.842 -0.880 -0.115  0.108
H 1.586 -1.344 -0.582  0.054
H 2.328 0.382 -0.195  0.109
H 2.000 -0.941 1.132  0.139
H 0.148 2.062 -0.149  0.175

Calculated values
Kohn-Sham gap ... 9.90 eV
SMILES ... Cc1coc(=O)o1


#iii
DFT (ωB97M-V/def2-TZVPD) results for one molecule with the formula C4H4O3.

Last column: Löwdin charge in e.
Geometry (Å):
O 1.183 -1.471 -1.001  0.131
C 0.993 -0.425 -0.445  -0.542
O 1.563 0.829 -0.765  0.005
C 0.273 1.069 -1.238  0.024
C -0.084 -0.119 0.451  -0.163
C -1.006 -0.765 1.373  0.011
O -0.084 0.320 1.732  0.068
H 0.205 0.748 -2.295  0.126
H -0.202 2.010 -1.022  0.097
H -0.795 -1.740 1.823  0.127
H -2.048 -0.456 1.387  0.116

Calculated values
Kohn-Sham gap ... 9.88 eV


#iv
DFT (ωB97M-V/def2-TZVPD) results for one molecule with the formula C4H4O3.

Last column: Löwdin charge in e.
Geometry (Å):
C -1.859 0.066 0.194  -0.002
C -0.496 -0.360 -0.257  -0.374
O -0.259 -1.178 -1.121  0.109
C 0.694 0.317 0.433  -0.376
O 0.568 1.179 1.285  0.099
C 1.965 -0.374 0.191  0.040
O 2.768 0.175 -0.665  0.097
H -1.960 -0.117 1.269  0.098
H -2.622 -0.481 -0.360  0.089
H -1.977 1.145 0.050  0.097
H 3.561 -0.384 -0.665  0.123

Calculated values
Kohn-Sham gap ... 8.62 eV


Preferred: #i; penalty for the next structure: 100.9 kJ/mol.


#i
DFT (ωB97M-V/def2-TZVPD) results for one molecule with the formula C28H25N3O3S.

Last column: Löwdin charge in e.
Geometry (Å):
C 5.900 3.479 -1.368  -0.093
O 4.534 3.760 -1.186  -0.087
C 3.641 2.734 -1.284  -0.280
C 2.301 3.071 -1.091  0.003
C 1.315 2.111 -1.162  -0.004
C 1.644 0.786 -1.438  -0.201
N 0.643 -0.208 -1.511  0.055
C 0.809 -1.412 -0.866  -0.374
O 1.824 -1.694 -0.255  0.075
C -0.316 -2.356 -1.012  -0.064
C -0.367 -3.501 -0.228  -0.004
C -1.361 -4.438 -0.427  -0.082
C -2.296 -4.245 -1.434  -0.080
C -2.260 -3.110 -2.221  -0.018
C -1.281 -2.146 -2.005  -0.208
N -1.177 -0.998 -2.766  0.097
C -0.652 0.154 -2.051  -0.228
C -1.639 0.600 -0.978  -0.162
C -2.908 1.034 -1.334  -0.028
C -3.845 1.349 -0.366  -0.008
C -3.538 1.225 0.986  -0.222
O -4.403 1.503 2.000  -0.089
C -5.710 1.915 1.682  -0.083
C -2.251 0.806 1.354  -0.193
C -1.859 0.645 2.785  -0.375
S -1.464 -1.103 3.179  0.977
C 0.275 -1.156 2.892  -0.608
C 0.947 -2.362 3.079  -0.109
C 2.306 -2.385 2.841  -0.071
C 2.943 -1.220 2.432  -0.073
C 2.179 -0.079 2.279  -0.139
N 0.876 -0.043 2.510  0.038
C -1.329 0.506 0.368  0.014
C 2.976 0.451 -1.640  0.003
C 3.969 1.411 -1.558  -0.010
H 6.416 4.429 -1.243  0.092
H 6.268 2.768 -0.621  0.095
H 6.101 3.088 -2.371  0.095
H 2.056 4.099 -0.876  0.119
H 0.289 2.393 -0.984  0.113
H 0.391 -3.632 0.530  0.109
H -1.407 -5.322 0.191  0.100
H -3.067 -4.983 -1.602  0.103
H -2.993 -2.958 -3.001  0.109
H -1.974 -0.798 -3.352  0.131
H -0.497 0.958 -2.784  0.165
H -3.176 1.134 -2.377  0.114
H -4.821 1.684 -0.680  0.102
H -6.212 2.058 2.637  0.094
H -5.710 2.861 1.129  0.096
H -6.243 1.154 1.104  0.097
H -0.945 1.195 3.008  0.079
H -2.668 0.929 3.454  0.074
H 0.400 -3.239 3.390  0.102
H 2.864 -3.301 2.962  0.109
H 3.999 -1.206 2.219  0.103
H 2.610 0.857 1.947  0.112
H -0.342 0.203 0.679  0.098
H 3.242 -0.571 -1.853  0.119
H 4.993 1.112 -1.715  0.103

Calculated values
Kohn-Sham gap ... 8.53 eV
SMILES ... COc1ccc(N2C(=O)c3ccccc3N[C@H]2c2ccc(OC)c(CSc3ccccn3)c2)cc1


#ii
DFT (ωB97M-V/def2-TZVPD) results for one molecule with the formula C28H25N3O3S.

Last column: Löwdin charge in e.
Geometry (Å):
C 2.610 1.090 -3.004  -0.006
N 1.394 1.410 -3.730  -0.048
C 1.388 1.995 -4.992  -0.026
C 0.097 2.164 -5.354  -0.019
N -0.679 1.666 -4.310  -0.044
C -2.132 1.723 -4.318  0.002
C 0.120 1.232 -3.300  -0.071
C -0.394 0.511 -2.085  -0.398
C 0.373 0.580 -0.899  -0.063
C 0.143 -0.231 0.345  -0.213
C 1.554 -0.810 0.758  -0.175
C 1.893 -2.166 0.771  -0.044
C 3.195 -2.586 1.110  -0.079
C 4.231 -1.652 1.201  -0.098
C 3.934 -0.314 1.016  -0.083
C 2.612 0.095 0.819  -0.076
O -1.520 -0.047 -2.186  -0.059
H 2.551 0.112 -2.508  0.107
H 3.404 1.062 -3.755  0.093
H 2.838 1.869 -2.262  0.104
H 2.297 2.240 -5.515  0.124
H -0.332 2.567 -6.258  0.127
H -2.500 0.906 -3.680  0.085
H -2.465 2.700 -3.919  0.106
H -2.464 1.618 -5.364  0.098
H 1.267 1.190 -0.949  0.058
H -0.447 -1.086 -0.049  0.155
H 1.136 -2.929 0.573  0.120
H 3.406 -3.645 1.289  0.105
H 5.264 -1.940 1.435  0.105
H 4.719 0.446 1.031  0.105
H 2.421 1.158 0.700  0.109
C -3.585 3.580 0.452  -0.089
C -2.271 3.587 -0.027  -0.080
C -1.327 2.667 0.437  -0.047
C -1.710 1.564 1.187  -0.155
C -0.604 0.469 1.451  -0.251
C 0.285 0.931 2.503  -0.211
N 1.057 1.316 3.298  0.208
S -1.825 -0.876 2.425  0.782
C -0.922 -2.412 2.606  -0.287
C -1.657 -3.561 2.321  -0.052
C -1.092 -4.800 2.634  -0.066
C 0.155 -4.863 3.273  -0.070
C 0.853 -3.690 3.585  -0.074
C 0.294 -2.452 3.277  -0.075
O -2.078 -0.406 3.776  -0.298
O -2.895 -1.153 1.492  -0.297
C -2.977 1.664 1.793  -0.046
C -3.920 2.640 1.427  -0.064
H -4.328 4.298 0.098  0.101
H -1.963 4.327 -0.768  0.099
H -0.249 2.799 0.276  0.121
H -2.638 -3.471 1.862  0.114
H -1.631 -5.713 2.368  0.108
H 0.596 -5.836 3.528  0.108
H 1.844 -3.708 4.044  0.114
H 0.822 -1.533 3.523  0.116
H -3.250 1.050 2.645  0.084
H -4.900 2.650 1.903  0.107

Calculated values
Kohn-Sham gap ... 7.30 eV


Preferred: #i; penalty for the next structure: 420.3 kJ/mol.